ORCA calculation (ωB97M-V with the def2-TZVPD basis set) on a structure of composition C12H26O6PRuS2.

## Properties
M = 462.51 g/mol
electronic energy = -2156.3342 Eh
relative energy (zero: lowest compared OMol25 entry of this formula, charge and spin) = 0.0 kcal/mol
<S²> = 8.7638
HOMO-LUMO gap (spin up / spin down) = 9.8 / 7.5 eV

```
! RIJCOSX wB97M-V def2-TZVPD def2/J DEFGRID3
* xyz 2 6
Ru 0.363 -0.174 -0.107
S -0.056 -1.290 1.960
S -1.353 1.380 0.526
P -1.397 0.230 2.226
O 0.601 1.034 -2.193
O -0.470 -1.415 -1.814
O -2.833 -0.289 2.496
O -0.969 1.011 3.481
O 2.290 0.996 -0.074
O 2.102 -1.498 -1.031
C 0.282 -2.625 -2.050
C -0.902 -0.632 -2.949
C -1.101 3.369 4.078
C 2.287 2.145 -0.950
C -3.625 -1.132 1.584
C 1.809 1.787 -2.342
C 0.156 0.364 -3.377
C -3.872 -2.464 2.238
C 3.465 0.158 -0.023
C 3.415 -0.925 -1.082
C -1.796 2.040 4.173
C 1.770 -2.348 -2.137
H -2.786 2.041 3.721
H -0.102 3.316 4.507
H 4.168 -1.686 -0.867
H 3.596 -0.533 -2.085
H -1.171 -1.296 -3.770
H 2.542 1.189 -2.889
H 2.323 -3.287 -2.072
H 1.603 2.852 -0.482
H -0.276 1.080 -4.079
H -1.796 -0.112 -2.608
H -4.540 -0.572 1.410
H 1.621 2.702 -2.909
H -4.383 -2.337 3.191
H -0.076 -3.112 -2.957
H 3.283 2.585 -0.980
H -3.082 -1.226 0.641
H 2.046 -1.847 -3.068
H 1.008 -0.120 -3.861
H -4.507 -3.067 1.589
H 0.063 -3.266 -1.197
H -1.035 3.711 3.045
H 3.456 -0.280 0.974
H -1.870 1.672 5.192
H -2.939 -3.002 2.406
H 4.360 0.770 -0.129
H -1.676 4.103 4.642
*
```

***

ORCA calculation (ωB97M-V with the def2-TZVPD basis set) on a structure of composition C13H14N2.

## Properties
M = 198.27 g/mol
electronic energy = -613.0956 Eh
relative energy (zero: lowest compared OMol25 entry of this formula, charge and spin) = 125.7 kcal/mol
HOMO-LUMO gap = 8.3 eV

```
! RIJCOSX wB97M-V def2-TZVPD def2/J DEFGRID3
* xyz 0 1
N 3.737 -2.552 -0.510
N 1.949 -2.400 0.801
C -1.850 3.383 -1.404
C 2.025 -1.195 0.089
C 3.006 -3.164 0.420
C -1.260 2.101 -0.948
C -1.996 0.852 -1.102
C 3.184 -1.327 -0.652
C -1.081 -0.298 2.279
C -0.027 2.034 -0.421
C -1.759 -0.137 -0.276
C 0.955 -0.234 0.085
C -1.647 -1.571 0.088
C -0.814 -0.536 0.795
C 0.939 0.958 -0.411
H -2.421 -2.065 0.608
H 1.089 -2.507 1.342
H -2.639 0.565 -1.944
H -1.947 -0.843 2.555
H -0.248 -0.592 2.848
H -1.258 0.694 2.560
H -1.179 -2.206 -0.516
H -2.847 3.407 -1.600
H 3.328 -4.036 0.865
H 0.462 2.943 -0.206
H -1.338 3.676 -2.307
H 3.323 -0.588 -1.521
H -1.588 4.184 -0.704
H 1.902 1.454 -0.813
*
```

***

ORCA calculation (ωB97M-V with the def2-TZVPD basis set) on a structure of composition C37H40BF4LiO13.

## Properties
M = 786.46 g/mol
electronic energy = -2843.7529 Eh
relative energy (zero: lowest compared OMol25 entry of this formula, charge and spin) = 0.0 kcal/mol
HOMO-LUMO gap = 4.9 eV

```
! RIJCOSX wB97M-V def2-TZVPD def2/J DEFGRID3
* xyz 0 1
F -1.234 -0.580 -1.426
F -1.132 -0.082 0.818
F 0.171 -1.686 -0.187
F -2.032 -2.052 0.159
O 3.423 2.876 4.460
O -1.361 0.178 3.356
O 0.938 -4.196 3.278
O -2.661 -1.855 6.790
O -0.918 2.456 -0.544
O -4.512 5.898 -2.752
O -0.561 0.576 -3.609
O -1.260 -5.232 -7.269
O 1.904 3.202 -0.864
O -0.205 4.804 5.932
O 4.691 -0.084 -5.371
O 1.694 -3.277 -3.101
O 0.214 -4.646 0.399
C 2.015 1.892 1.263
C 3.134 2.857 3.149
C 3.359 0.032 -4.944
C -0.822 2.649 6.050
C -1.793 -2.521 5.941
C 1.233 -5.019 -4.675
C 2.990 0.120 -3.527
C 2.371 3.047 0.452
C -0.600 -3.080 6.386
C -1.788 3.248 -1.131
C -3.055 3.447 -0.454
C 0.854 -3.806 -4.040
C -2.363 4.857 -2.793
C 0.568 -5.473 -5.676
C -3.992 4.420 -0.947
C -1.198 1.455 4.003
C 1.620 0.302 -3.187
C -3.674 5.054 -2.184
C 2.405 1.887 2.611
C -2.044 -2.552 4.575
C -0.567 -4.767 -6.239
C 0.664 0.581 -4.033
C 0.106 -3.577 4.188
C -1.073 -2.962 3.703
C -0.987 -3.665 -5.538
C -0.827 3.806 3.893
C -0.350 -3.116 -4.494
C 0.315 -3.671 5.551
C 2.266 0.126 -5.909
C -1.102 2.568 3.180
C 0.971 0.386 -5.445
C -1.167 1.380 5.371
C -0.639 3.808 5.242
C 3.039 4.164 1.053
C 0.858 -5.378 -0.550
C -1.422 4.041 -2.167
C 3.363 4.048 2.368
B -0.998 -1.061 -0.177
Li -4.230 -1.840 -0.420
H -0.667 -2.306 -3.998
H 1.305 -4.048 5.900
H 3.755 -0.002 -2.797
H 0.622 -4.178 2.358
H -4.223 6.592 -3.411
H -2.019 -3.175 -5.748
H 1.022 2.654 -1.107
H -0.327 -3.933 0.184
H 0.840 -6.287 -6.298
H 1.879 -5.629 -0.071
H -3.383 2.979 0.591
H -1.176 -3.076 2.529
H 1.613 0.347 -2.132
H 1.297 -2.527 -2.543
H -0.784 0.339 -2.660
H -2.063 -1.658 7.438
H -1.544 -4.658 -7.891
H -1.256 0.255 2.500
H -1.376 0.560 5.827
H -0.754 2.787 7.152
H 0.217 0.320 -6.142
H 3.917 5.041 2.919
H -0.664 4.568 3.169
H 1.432 0.935 0.736
H -1.394 2.508 2.249
H 5.105 -0.814 -4.994
H -4.671 4.500 -0.302
H 0.236 -6.301 -0.548
H -2.078 5.388 -3.699
H 2.536 0.088 -6.984
H 1.138 -5.006 -1.499
H -1.096 1.611 -0.330
H 2.132 1.077 3.445
H -3.108 -2.260 4.253
H 0.113 5.625 5.523
H 4.129 3.469 4.493
H -0.412 4.025 -2.533
H -0.486 -3.114 7.510
H 2.060 -5.551 -4.226
H 3.533 4.868 0.619
*
```

***

ORCA calculation (ωB97M-V with the def2-TZVPD basis set) on a cluster of 2 separate species, C14H16 in total.

## Properties
M = 184.28 g/mol
electronic energy = -542.9372 Eh
relative energy (zero: lowest compared OMol25 entry of this formula, charge and spin) = 85.1 kcal/mol
HOMO-LUMO gap = 9.6 eV
SMILES = Cc1ccccc1.Cc1ccccc1

```
! RIJCOSX wB97M-V def2-TZVPD def2/J DEFGRID3
* xyz 0 1
C -1.912 -0.251 -0.939
C 1.976 -0.650 -2.011
C 1.510 -2.284 -0.183
C 2.445 -2.053 1.994
C -3.684 1.428 -1.237
C 3.151 -0.861 1.575
C -3.113 0.264 -1.744
C -1.920 1.793 0.361
C 1.490 -2.652 1.182
C -1.178 2.610 1.536
C 2.920 -0.306 0.343
C 2.053 -1.075 -0.516
C -1.394 0.503 0.059
C -3.081 2.194 -0.328
H 1.104 -3.080 -0.977
H 0.881 -3.518 1.608
H -3.658 2.990 0.172
H -0.985 3.471 1.116
H 2.592 0.313 -1.993
H -1.395 -1.283 -1.173
H -0.520 0.240 0.672
H 2.510 -2.087 3.137
H 3.242 0.597 -0.064
H 3.806 -0.399 2.201
H -0.236 2.118 1.641
H -3.316 -0.469 -2.488
H 2.332 -1.391 -2.462
H 0.925 -0.349 -2.278
H -1.837 2.601 2.399
H -4.710 1.584 -1.603
*
```

***

ORCA calculation (ωB97M-V with the def2-TZVPD basis set) on a structure of composition C23H12Cl3INORhS.

## Properties
M = 686.59 g/mol
electronic energy = -3200.5392 Eh
relative energy (zero: lowest compared OMol25 entry of this formula, charge and spin) = 4.3 kcal/mol
<S²> = 6.0632
HOMO-LUMO gap (spin up / spin down) = 5.9 / 5.8 eV

```
! RIJCOSX wB97M-V def2-TZVPD def2/J DEFGRID3
* xyz 0 5
I -0.886 3.420 3.712
Rh -0.987 -0.414 -0.059
Cl -6.238 -0.449 -1.245
Cl 0.794 6.138 -0.960
Cl -1.752 -2.188 1.276
S -3.120 -0.158 -0.821
O -0.955 1.188 1.473
N -0.382 1.149 -1.166
C 5.238 -2.907 1.174
C -3.478 -2.262 0.962
C 5.731 -1.246 -0.494
C 4.384 -0.943 -0.595
C -0.025 4.643 1.104
C 3.889 -2.612 1.076
C 0.345 2.233 -3.161
C 3.448 -1.625 0.190
C 6.160 -2.227 0.390
C 2.060 -1.305 0.088
C -0.249 2.309 -0.469
C 0.478 3.468 -2.470
C -5.557 -3.316 1.425
C -0.069 1.123 -2.504
C -0.568 2.267 0.920
C -4.193 -3.227 1.645
C -5.423 -1.502 -0.140
C -4.040 -1.371 0.052
C 0.183 3.500 -1.108
C -0.435 3.495 1.697
C 0.879 -1.015 0.001
C 0.279 4.650 -0.276
C -6.171 -2.451 0.533
H 5.573 -3.671 1.865
H -3.689 -3.888 2.335
H -6.141 -4.059 1.950
H -0.170 0.163 -2.989
H -7.234 -2.507 0.350
H 7.214 -2.461 0.469
H 0.079 5.561 1.665
H 6.449 -0.715 -1.105
H 4.038 -0.178 -1.276
H 3.164 -3.136 1.683
H 0.575 2.167 -4.215
H 0.803 4.359 -2.982
*
```

***

ORCA calculation (ωB97M-V with the def2-TZVPD basis set) on a structure of composition C36H44BaGeN3S3Si3.

## Properties
M = 909.17 g/mol
electronic energy = -5727.6584 Eh
relative energy (zero: lowest compared OMol25 entry of this formula, charge and spin) = 0.0 kcal/mol
<S²> = 0.7529
HOMO-LUMO gap (spin up / spin down) = 6.8 / 6.4 eV

```
! RIJCOSX wB97M-V def2-TZVPD def2/J DEFGRID3
* xyz 2 2
Ba 0.404 -0.642 -0.927
Ge -3.013 -0.430 -1.370
S -2.027 -0.441 4.695
S 0.294 4.368 -2.538
S 5.803 -0.294 -3.837
Si -3.464 1.551 -0.103
Si -3.207 -2.585 -0.336
Si -3.483 -0.464 -3.723
N 3.070 -0.828 -0.376
N 1.200 -0.824 1.676
N 0.645 2.044 -1.486
C 2.005 -0.854 4.328
C 1.606 5.339 -0.232
C -3.480 3.023 -1.255
C 7.357 -0.573 -4.483
C 4.372 -0.920 3.595
C 2.964 -0.885 3.308
C -1.647 -3.577 -0.748
C 0.149 2.667 -2.517
C 0.657 -0.808 4.032
C 3.970 -0.813 -1.342
C -4.701 -3.444 -1.050
C -0.375 -0.768 5.067
C 1.208 2.964 -0.600
C 2.333 3.681 1.376
C 6.290 -0.824 -2.270
C -2.858 -2.071 -4.457
C 2.523 -0.865 1.978
C 4.862 -0.895 1.225
C 1.836 2.652 0.609
C 5.363 -0.838 -1.141
C 1.100 4.296 -1.008
C 5.787 -0.877 0.173
C 3.496 -0.868 0.911
C 7.606 -1.197 -2.275
C -3.352 -2.453 1.524
C -5.118 1.333 0.737
C -5.336 -0.316 -3.903
C 2.218 5.015 0.959
C -2.490 -0.565 6.332
C 5.278 -0.925 2.600
C -2.623 0.966 -4.579
C -0.218 -0.962 6.413
C -2.116 1.758 1.192
C 8.217 -1.054 -3.545
C 0.325 -0.798 2.664
C -1.430 -0.847 7.136
H -5.707 0.622 -3.485
H 6.338 -0.950 2.817
H -3.027 1.089 -5.587
H 3.588 -0.790 -2.359
H -0.350 2.160 -3.332
H 1.522 6.368 -0.553
H -0.721 -0.769 2.376
H 0.727 -1.192 6.883
H -4.191 -1.821 1.821
H -1.115 1.835 0.751
H -4.642 -3.553 -2.135
H -2.764 1.908 -4.047
H -1.552 0.775 -4.691
H 9.248 -1.298 -3.751
H -3.520 -0.421 6.613
H -5.360 2.222 1.325
H 8.125 -1.583 -1.409
H 1.936 1.625 0.935
H 6.844 -0.877 0.407
H -5.854 -1.136 -3.403
H -1.509 -0.969 8.206
H 2.620 5.803 1.581
H -1.772 -2.166 -4.377
H -5.119 0.476 1.412
H -1.766 -4.623 -0.457
H -5.611 -0.341 -4.960
H -3.308 -2.946 -3.984
H -2.274 2.677 1.762
H -5.611 -2.888 -0.818
H -3.106 -2.112 -5.521
H -5.919 1.189 0.009
H -0.773 -3.226 -0.187
H -4.802 -4.443 -0.618
H -4.238 2.917 -2.033
H -2.131 0.931 1.907
H 4.686 -0.940 4.631
H -3.710 3.934 -0.695
H 2.823 3.462 2.316
H 2.341 -0.852 5.357
H 7.554 -0.363 -5.522
H -2.512 3.169 -1.739
H -1.423 -3.568 -1.818
H -3.516 -3.442 1.958
H -2.450 -2.046 1.985
*
```

***

ORCA calculation (ωB97M-V with the def2-TZVPD basis set) on a structure of composition Br2Hf.

## Properties
M = 338.30 g/mol
electronic energy = -5195.1774 Eh
relative energy (zero: lowest compared OMol25 entry of this formula, charge and spin) = 26.6 kcal/mol
HOMO-LUMO gap = 6.4 eV

```
! RIJCOSX wB97M-V def2-TZVPD def2/J DEFGRID3
* xyz 2 1
Hf -21.667 -23.652 -10.213
Br -23.759 -24.625 -8.823
Br -19.126 -24.424 -11.306
*
```

***

ORCA calculation (ωB97M-V with the def2-TZVPD basis set) on a cluster of 2 separate species, C6H15NO in total.

## Properties
M = 117.19 g/mol
electronic energy = -367.5444 Eh
relative energy (zero: lowest compared OMol25 entry of this formula, charge and spin) = 54.5 kcal/mol
HOMO-LUMO gap = 10.5 eV
SMILES = CCC(N)=O.CCC

```
! RIJCOSX wB97M-V def2-TZVPD def2/J DEFGRID3
* xyz 0 1
O -2.678 -2.668 -0.694
N -2.833 -0.566 0.245
C 1.046 1.498 0.021
C 2.539 1.471 -0.462
C -0.193 -3.034 0.119
C -0.597 -1.590 0.045
C -2.120 -1.687 -0.144
C 0.596 2.936 0.327
H 2.322 1.884 -1.526
H -0.401 -3.483 -0.817
H 0.214 1.039 -0.553
H 0.935 -2.910 0.292
H -0.756 -3.670 0.807
H 3.185 2.050 0.155
H -0.490 -1.176 1.072
H 0.283 3.443 -0.602
H -0.150 -1.102 -0.832
H 1.394 3.433 0.685
H 1.008 0.935 0.924
H 2.825 0.480 -0.446
H -3.769 -0.333 0.161
H -2.196 0.078 0.186
H -0.162 2.970 1.037
*
```

***

ORCA calculation (ωB97M-V with the def2-TZVPD basis set) on the molecule C3H8N2O2.

## Properties
M = 104.11 g/mol
electronic energy = -379.1036 Eh
relative energy (zero: lowest compared OMol25 entry of this formula, charge and spin) = 23.5 kcal/mol
HOMO-LUMO gap = 10.5 eV
SMILES = NC(=O)[C@@H](N)CO

```
! RIJCOSX wB97M-V def2-TZVPD def2/J DEFGRID3
* xyz 0 1
O -2.402 0.229 -0.503
O 0.773 0.621 1.817
N -0.241 -1.487 -0.359
N 2.370 0.167 0.278
C -1.158 0.882 -0.270
C 1.070 0.283 0.697
C 0.066 -0.061 -0.423
H -1.213 1.385 0.692
H -0.959 -1.611 -1.066
H 0.607 0.118 -1.351
H -0.615 -1.769 0.538
H 2.548 -0.552 -0.341
H 3.015 0.280 1.050
H -2.780 -0.122 0.301
H -1.083 1.636 -1.060
*
```

***

ORCA calculation (ωB97M-V with the def2-TZVPD basis set) on a structure of composition C20H21ClN4O7Pt.

## Properties
M = 659.94 g/mol
electronic energy = -2099.2824 Eh
relative energy (zero: lowest compared OMol25 entry of this formula, charge and spin) = 18.1 kcal/mol
HOMO-LUMO gap = 5.4 eV

```
! RIJCOSX wB97M-V def2-TZVPD def2/J DEFGRID3
* xyz 2 1
Pt 0.146 0.166 0.498
Cl 3.973 3.159 -2.612
O -0.595 -0.602 -1.093
O 1.064 -1.671 1.299
O 2.906 1.947 -5.060
O -0.350 -0.800 -3.289
O -1.303 -0.417 1.722
O 1.330 0.395 -5.198
O -0.650 3.688 0.165
N -2.541 3.384 1.431
N 1.454 0.915 -0.858
N -1.114 1.609 1.011
N 2.470 1.812 -0.885
C 4.432 2.497 0.395
C 1.257 -3.290 -0.531
C 2.757 3.387 2.444
C -3.014 1.221 2.371
C 1.173 0.590 -2.116
C 2.810 2.035 -2.196
C 2.002 1.257 -3.016
C 1.986 -2.567 0.572
C 4.142 3.519 2.552
C 2.202 2.830 1.313
C -1.870 0.782 1.740
C 2.115 1.232 -4.533
C 1.785 0.019 2.848
C 4.974 3.068 1.525
C -3.303 2.546 2.173
C -1.369 2.965 0.796
C 1.327 -1.412 2.701
C -2.935 4.798 1.216
C 3.039 2.385 0.291
C 0.027 -0.320 -2.266
H 6.048 3.160 1.618
H -4.184 2.992 2.616
H 0.634 -2.612 -1.108
H -3.376 4.911 0.229
H 2.392 -3.273 1.292
H 2.821 -1.979 0.190
H 1.972 -3.766 -1.201
H 1.133 2.820 1.170
H 2.117 3.767 3.231
H 5.073 2.117 -0.388
H 2.737 0.191 2.346
H 4.574 3.979 3.431
H 1.896 0.285 3.900
H -2.052 5.426 1.264
H -3.637 0.559 2.952
H 0.593 -4.050 -0.121
H 0.707 -0.099 -4.643
H 2.067 -2.114 3.073
H 0.386 -1.573 3.218
H 1.031 0.725 2.422
H -3.652 5.084 1.978
*
```

***

ORCA calculation (ωB97M-V with the def2-TZVPD basis set) on a structure of composition C13H18BLaN12S.

## Properties
M = 524.16 g/mol
electronic energy = -1617.5528 Eh
relative energy (zero: lowest compared OMol25 entry of this formula, charge and spin) = 0.0 kcal/mol
HOMO-LUMO gap = 8.8 eV

```
! RIJCOSX wB97M-V def2-TZVPD def2/J DEFGRID3
* xyz 2 1
La -0.329 0.157 -0.269
S -2.504 -1.341 -1.548
N 0.218 -2.383 0.170
N 1.157 2.900 -0.164
N 2.017 -0.059 -0.808
N 0.840 -4.997 0.843
N 0.070 -2.042 3.772
N 2.674 0.904 -0.121
N -0.421 -0.963 4.358
N -0.681 -0.612 2.230
N 0.028 2.546 -0.821
N -3.046 1.482 -0.537
N -4.732 -0.809 -2.778
N -3.937 0.912 -1.472
C 0.274 -2.783 1.453
C -0.083 -1.825 2.486
C -0.380 3.640 -1.486
C -3.802 -0.341 -1.955
C 2.951 -0.808 -1.412
C 4.216 -0.324 -1.113
C 0.465 -3.305 -0.764
C 3.990 0.765 -0.291
C 0.622 -4.101 1.779
C 0.749 -4.626 -0.421
C 1.444 4.179 -0.401
C -0.875 -0.107 3.438
C 0.482 4.701 -1.248
B 1.902 1.910 0.759
H -5.554 -0.291 -3.048
H 1.027 1.261 1.349
H -0.419 -0.893 5.370
H 2.695 -1.640 -2.041
H -4.756 1.456 -1.738
H 2.303 4.637 0.046
H -3.514 1.564 0.374
H 2.634 2.481 1.477
H 4.694 1.424 0.176
H 0.919 -5.392 -1.165
H 5.154 -0.711 -1.447
H 0.720 -4.419 2.808
H -1.256 3.627 -2.112
H -4.660 -1.760 -3.109
H 0.415 5.700 -1.625
H -1.329 0.841 3.655
H -2.814 2.430 -0.853
H 0.433 -2.987 -1.800
*
```